{"formula": "C8H17N5O3", "method": "ωB97M-V/def2-TZVPD", "elements": ["O", "O", "O", "N", "N", "N", "N", "N", "C", "C", "C", "C", "C", "C", "C", "C", "H", "H", "H", "H", "H", "H", "H", "H", "H", "H", "H", "H", "H", "H", "H", "H", "H"], "coordinates": [[0.179, -0.855, -2.441], [-3.529, -3.717, -1.575], [-2.224, -2.915, -3.183], [2.582, -0.171, -1.340], [-0.272, -2.525, -0.885], [0.910, 3.187, 4.301], [1.623, 4.511, 2.460], [0.188, 2.604, 2.305], [0.352, 2.477, 0.852], [-1.683, -2.320, -0.753], [-0.116, 1.032, 0.244], [-2.597, -3.029, -1.845], [0.916, 3.563, 2.956], [1.611, -0.835, -0.464], [0.423, -1.426, -1.368], [1.145, 0.212, 0.488], [1.058, -0.315, 1.420], [2.020, 0.847, 0.508], [1.549, 3.677, 4.875], [2.104, -1.609, 0.038], [-0.413, 1.032, -0.757], [-0.610, 2.119, 2.739], [-1.081, 0.613, 0.752], [-1.919, -1.125, -0.678], [-1.238, -2.721, -3.258], [3.488, -0.554, -1.218], [0.961, 2.256, 4.319], [2.392, -0.240, -2.361], [1.426, 2.485, 0.812], [1.555, 4.667, 1.499], [-2.115, -2.737, 0.129], [-0.110, 3.311, 0.283], [-0.012, -3.104, -0.043]], "lowdin_charge": [0.0682, 0.1202, 0.0588, 0.0430, 0.0495, 0.1264, 0.1271, 0.0013, -0.1646, -0.1100, -0.1171, -0.4571, -0.5648, -0.2971, -0.3843, -0.1988, 0.1101, 0.1007, 0.0821, 0.1149, 0.0675, 0.1463, 0.1292, 0.1724, 0.1169, 0.0585, 0.0257, 0.0916, 0.0849, -0.0006, 0.1062, 0.1190, 0.1737], "orbital_gap_ev": 9.23, "lumo_ev": 0.151, "largest_force_ha_per_bohr": 0.0904, "de_lowest_ev": 3.484, "smiles": "[H]/N=C(/N)NCCC[C@H](N)C(=O)NCC(=O)O", "homo_ha": -0.3336}